(1)
This record from the Open Molecules 2025 dataset describes a structure of composition C29H22BiCl3N9O6S2. The level of theory is the ωB97M-V functional and the def2-TZVPD basis.

Energy, hartree: -4454.2750
LUMO level, eV: 2.3
Charge: -1
Gap between HOMO and LUMO, eV: 7.94
HOMO energy, eV: -5.6
Relative energy (zero: lowest compared OMol25 entry of this formula, charge and spin), eV: 0.000

Last column: Mulliken charge in e.
Atoms and positions in Å:
Bi: -0.09317 0.17119 -0.11452  1.459
Cl: -0.25970 -1.57584 -2.55954  -0.083
C: -1.27419 -2.88930 -2.03032  0.426
C: -1.37414 -3.97696 -2.88322  -0.710
C: -2.18400 -5.04859 -2.56178  -0.380
C: -2.90569 -5.02799 -1.38055  -0.725
C: -2.78239 -3.94980 -0.52530  -0.005
Cl: -3.68270 -3.97783 0.94851  -0.236
C: -1.95870 -2.83659 -0.80725  0.278
S: -1.93557 -1.53033 0.36579  -0.294
H: -0.81237 -3.96498 -3.80730  0.432
H: -2.24389 -5.89777 -3.22864  0.353
H: -3.56763 -5.83950 -1.11221  0.405
N: -1.74683 2.87314 -3.08773  -0.166
C: -2.65321 1.94654 -3.52469  -0.509
C: -2.91437 1.12270 -2.46973  -0.948
N: -2.15986 1.49992 -1.39182  0.052
C: -1.46228 2.54675 -1.80265  0.373
C: -0.46078 3.23486 -1.00659  0.115
N: -0.08134 2.86862 0.20601  -0.024
C: 0.93273 3.71334 0.56380  -0.833
C: 1.16701 4.60081 -0.44561  -0.745
N: 0.25755 4.30514 -1.42759  -0.082
H: -0.96083 3.27090 -3.65842  0.339
H: -3.05610 1.97471 -4.52200  0.450
H: -3.58522 0.28133 -2.41098  0.489
H: 1.41956 3.60625 1.51910  0.508
H: 1.87684 5.40147 -0.55168  0.434
H: 0.31128 4.58529 -2.40002  0.388
N: -0.86642 -4.82012 5.83605  -0.592
C: -0.32240 -3.67610 5.25520  1.183
C: 0.45733 -3.77733 4.10047  -0.887
C: 1.00822 -2.64654 3.53029  -0.386
C: 0.79527 -1.41097 4.12344  -0.408
C: 0.05838 -1.29367 5.29112  -0.227
C: -0.50075 -2.42656 5.85295  -0.722
S: 1.35934 0.03560 3.27352  1.179
O: 1.45843 1.13343 4.19504  -0.703
O: 2.52619 -0.29329 2.51299  -0.724
N: 0.15153 0.31771 2.17499  -0.064
C: -1.05730 0.77733 2.56359  0.403
N: -1.44988 0.89866 3.83819  -0.395
C: -2.67487 1.36188 4.03352  -0.308
C: -3.53721 1.72665 3.01035  -0.933
C: -3.05506 1.53664 1.72396  -0.149
N: -1.84645 1.06520 1.51041  0.260
H: -0.97039 -5.59692 5.20445  0.221
H: -1.67684 -4.66330 6.41100  0.216
H: 0.60188 -4.74901 3.64301  0.281
H: 1.58444 -2.69738 2.61700  0.429
H: -0.08524 -0.31430 5.72114  0.478
H: -1.09893 -2.35322 6.75428  0.281
H: -2.97641 1.43453 5.07487  0.416
H: -4.52807 2.10839 3.20285  0.403
H: -3.63167 1.75263 0.83075  0.398
O: 2.49376 -0.44164 -0.43875  -0.354
N: 2.34190 -1.56319 0.04183  0.127
O: 1.15224 -1.83087 0.37814  -0.252
Cl: 7.29551 1.75222 -4.51534  -0.249
C: 5.57641 1.89565 -4.27458  0.482
C: 4.85280 2.75450 -5.08573  -0.672
C: 3.48866 2.88363 -4.87576  -0.276
C: 2.85452 2.15281 -3.87829  -0.055
C: 3.59957 1.29121 -3.08258  -0.264
C: 4.96641 1.16175 -3.27110  -0.827
C: 1.35653 2.26887 -3.66587  0.554
O: 0.80647 3.29553 -4.18864  -0.984
O: 0.78492 1.37150 -3.01400  -0.554
H: 5.35198 3.31211 -5.86670  0.405
H: 2.89598 3.55146 -5.48686  0.418
H: 3.10013 0.72609 -2.31003  0.611
H: 5.54915 0.50093 -2.64428  0.479

Forces on atoms 1 to 2 (eV/Å):
0.423 -0.058 0.034
-0.127 -0.072 -0.094


(2)
This record from the Open Molecules 2025 dataset describes a structure of composition C29H22BrClMoN2O5. The level of theory is the ωB97M-V functional and the def2-TZVPD basis.

Energy, hartree: -4705.8343
LUMO level, eV: -8.4
Charge: +2
Gap between HOMO and LUMO, eV: 5.72
HOMO energy, eV: -14.1
Relative energy (zero: lowest compared OMol25 entry of this formula, charge and spin), eV: 1.417

Last column: natural (NBO) charge in e.
Atoms and positions in Å:
Mo: -0.53886 0.10001 0.58367  1.734
C: -1.98271 -1.94557 4.13150  -0.243
O: -0.73508 -2.51952 4.49999  -0.474
C: 0.28098 -2.67245 3.63509  0.344
C: 1.31424 -3.49403 4.09092  -0.182
C: 2.42047 -3.80093 3.31960  -0.173
C: 2.52738 -3.30509 2.03242  -0.151
C: 1.54334 -2.44383 1.55552  -0.172
C: 1.55333 -2.07842 0.16542  0.228
N: 0.75045 -1.20886 -0.34010  -0.326
N: 0.60854 -1.13761 -1.72258  -0.323
C: -0.58747 -0.73301 -2.01122  0.572
O: -1.49707 -0.42830 -1.02674  -0.628
C: -1.00583 -0.55732 -3.39997  -0.190
C: -0.21050 -1.06027 -4.42946  -0.133
C: -0.60130 -0.87481 -5.74260  -0.198
C: -1.77689 -0.19031 -6.03006  -0.148
C: -2.56995 0.30987 -5.00610  -0.212
C: -2.18675 0.12213 -3.68925  -0.115
C: 0.43934 -2.10949 2.37111  0.207
O: -0.48690 -1.22534 1.85784  -0.570
H: -2.63603 -2.10916 4.98265  0.232
H: -2.39738 -2.44764 3.25547  0.183
H: -1.88602 -0.87346 3.96036  0.155
H: 1.19983 -3.90289 5.08678  0.260
H: 3.18373 -4.45379 3.71821  0.254
H: 3.35772 -3.57654 1.39456  0.243
H: 2.18726 -2.61872 -0.53485  0.250
H: 0.70012 -1.59439 -4.19768  0.237
H: 0.00757 -1.26678 -6.54507  0.239
H: -2.07867 -0.05103 -7.05942  0.238
H: -3.48353 0.83971 -5.23746  0.228
H: -2.79792 0.50057 -2.88267  0.198
Cl: -1.52301 3.89934 0.13111  0.128
C: -2.48634 2.48938 0.14819  0.051
C: -3.49550 2.35231 -0.77190  -0.217
C: -4.34518 1.24229 -0.71622  -0.056
C: -4.22558 0.27463 0.27135  -0.201
C: -3.22714 0.40507 1.20935  -0.114
C: -2.31117 1.50426 1.17730  -0.183
C: -1.21110 1.51450 2.10110  -0.460
H: -3.63825 3.11812 -1.52196  0.269
H: -5.13764 1.15661 -1.44956  0.257
H: -4.91521 -0.55615 0.31552  0.261
H: -3.16159 -0.29198 2.03820  0.251
H: -1.37453 1.02299 3.05382  0.257
H: -0.61101 2.41659 2.14951  0.278
Br: 6.21402 4.23962 -1.00519  0.158
C: 4.90442 3.14489 -0.24177  -0.117
C: 5.16337 2.48510 0.95372  -0.164
C: 4.19031 1.67683 1.52917  -0.183
C: 2.95895 1.53099 0.91662  -0.176
C: 2.71216 2.19145 -0.28516  -0.228
C: 3.68412 2.99863 -0.87571  -0.103
C: 1.46347 2.07114 -1.02796  0.824
O: 1.15245 2.36742 -2.11454  -0.423
O: 0.38631 1.38471 -0.22904  -0.605
H: 6.12506 2.60513 1.43314  0.254
H: 4.40159 1.16616 2.45831  0.238
H: 2.20957 0.89944 1.37954  0.187
H: 3.48199 3.49783 -1.81280  0.252

Forces on atoms 1 to 2 (eV/Å):
-0.218 0.608 -1.382
0.006 -0.124 -0.017


(3)
This record from the Open Molecules 2025 dataset describes a structure of composition C29H22N2O3PPb. The level of theory is the ωB97M-V functional and the def2-TZVPD basis.

Energy, hartree: -1986.6898
LUMO level, eV: -12.2
Charge: +3
Gap between HOMO and LUMO, eV: 4.46
HOMO energy, eV: -16.7
Relative energy (zero: lowest compared OMol25 entry of this formula, charge and spin), eV: 1.018

Last column: natural (NBO) charge in e.
Atoms and positions in Å:
Pb: -0.12339 -1.70164 -0.12620  1.446
O: 0.58060 -5.71031 0.49081  -0.462
C: 0.65438 -4.54272 0.28016  0.732
O: -0.35802 -3.67781 0.47056  -0.881
C: 1.94157 -3.90864 -0.22825  0.137
C: 3.07105 -4.70317 -0.42841  -0.219
C: 4.22527 -4.09361 -0.84677  -0.042
C: 4.26644 -2.69713 -1.04948  -0.112
C: 5.44011 -2.01987 -1.45976  -0.136
C: 5.43135 -0.66607 -1.62978  -0.171
C: 4.24931 0.06987 -1.39546  -0.148
C: 3.09808 -0.55478 -1.00383  -0.261
C: 3.08698 -1.95099 -0.82627  0.247
N: 1.94705 -2.60055 -0.43305  -0.624
H: 2.99980 -5.76606 -0.24668  0.285
H: 5.12074 -4.67874 -1.01803  0.258
H: 6.34100 -2.59429 -1.63299  0.252
H: 6.32877 -0.14971 -1.94055  0.253
H: 4.26714 1.14447 -1.52331  0.229
H: 2.19583 0.02277 -0.81162  0.184
O: 1.81715 -0.93960 2.31663  -0.535
N: 0.47409 -0.60752 2.12345  -0.200
C: 0.17359 0.44405 2.77422  0.104
C: -1.17765 1.03117 2.85691  -0.044
C: -1.54251 1.40540 4.13697  -0.145
C: -2.84810 1.80917 4.43930  -0.061
C: -3.82038 1.84713 3.45456  -0.182
C: -3.48047 1.52188 2.15288  -0.091
C: -2.15796 1.13699 1.82901  -0.524
P: -1.85208 1.19668 0.12498  1.742
C: -3.10890 0.70134 -0.92470  -0.572
C: -3.96357 -0.35657 -0.51532  -0.068
C: -4.98516 -0.74941 -1.34423  -0.217
C: -5.17689 -0.09663 -2.56762  -0.029
C: -4.34989 0.95313 -2.97178  -0.199
C: -3.30947 1.35666 -2.16683  -0.103
C: -0.51101 2.08989 -0.46625  -0.574
C: -0.07328 1.90188 -1.80073  -0.129
C: 0.93303 2.69766 -2.29510  -0.201
C: 1.50993 3.67455 -1.47692  -0.050
C: 1.10067 3.85037 -0.15462  -0.217
C: 0.09742 3.06183 0.36292  -0.048
H: 1.82340 -1.87877 2.56546  0.501
H: 0.93493 0.85300 3.43765  0.250
H: -0.81325 1.34602 4.93558  0.262
H: -3.09541 2.08345 5.45708  0.272
H: -4.83143 2.15270 3.68740  0.276
H: -4.22351 1.61821 1.37224  0.249
H: -3.80646 -0.86129 0.43087  0.234
H: -5.63907 -1.56057 -1.05413  0.271
H: -5.98997 -0.40984 -3.21099  0.268
H: -4.53388 1.45976 -3.90941  0.272
H: -2.69211 2.19556 -2.45919  0.247
H: -0.51423 1.13064 -2.42077  0.243
H: 1.27647 2.57057 -3.31283  0.268
H: 2.28990 4.30955 -1.87890  0.265
H: 1.55594 4.61769 0.45670  0.270
H: -0.25391 3.22221 1.37444  0.232

Forces on atoms 1 to 2 (eV/Å):
-0.043 -0.098 -0.289
0.067 0.046 -0.002